54
Properties=species:S:1:pos:R:3:forces:R:3 method="wB97M-V/def2-TZVPD" total_charge=0 de_lowest_ev=0.354
Br -3.3058 -1.4475 -0.4296 -0.356 0.172 -0.011
Br 2.5488 3.3652 0.8776 0.029 0.307 0.126
Br -1.2437 3.5914 1.8719 0.098 0.082 -0.012
Br -3.8863 4.9851 -1.3900 0.021 -0.066 0.060
Br 3.1454 1.8556 -3.3744 0.041 0.107 -0.094
Br 0.3377 5.0996 5.9000 0.104 -0.004 -0.188
Br 1.1622 -1.7096 -3.6308 0.324 -0.007 -0.112
Br -2.0042 -2.6214 -4.7947 -0.056 0.055 0.086
Br -0.2222 0.2543 -0.3226 0.006 0.529 0.938
Br -7.2995 4.5101 -0.4657 -0.082 -0.144 -0.050
O 2.3701 -7.5242 0.4106 0.240 0.069 -0.228
O 4.4350 -7.2952 -0.1592 0.635 -0.564 -0.157
N 3.3356 -6.8613 0.0645 -0.593 -0.126 0.646
C -0.3838 5.0911 4.0773 -0.491 0.487 0.756
C 2.8227 -2.7521 -0.5182 -0.618 0.630 1.111
C 2.2848 2.5156 -1.7507 -0.271 -0.596 -0.677
C -1.3493 -2.9554 -2.9929 -0.090 -0.721 -0.350
C -1.5185 0.1675 1.1405 0.237 -0.069 -0.112
C 4.0931 -3.2840 -0.5049 0.660 -0.228 -0.399
C -4.6299 3.4145 -0.5092 0.052 0.266 -0.031
C 4.2834 -4.6210 -0.2216 -0.044 -0.442 -0.125
C -0.3789 -1.9246 -2.5126 -0.486 0.265 0.366
C -2.2189 -1.1604 1.1367 0.140 -0.137 0.041
C 3.2981 3.2049 -0.9130 0.262 -0.199 0.410
C -5.7495 3.7736 0.4252 0.052 0.396 0.473
C 3.1641 -5.4214 -0.0472 0.365 0.454 -0.637
C 1.8925 -4.9172 -0.1340 -0.520 -0.523 0.396
C -0.0638 3.7971 3.4124 0.158 0.003 -0.188
C 1.7239 -3.5551 -0.2438 0.009 0.085 -0.343
H 4.1635 2.5696 -0.7716 0.157 0.064 -0.088
H -0.8350 -0.9429 -2.3990 -0.070 -0.297 -0.487
H -1.4969 -1.9694 1.1234 0.071 -0.056 0.147
H -5.4331 4.5422 1.1282 0.068 0.014 -0.092
H -3.8129 2.9995 0.0754 0.034 -0.165 -0.092
H 0.9523 3.7993 3.0374 0.039 -0.199 -0.027
H 1.4528 3.1253 -2.0802 -0.013 0.187 0.125
H -0.0186 -2.1802 -1.5139 -0.091 -0.122 -0.455
H 1.0743 -5.6265 -0.0980 -0.081 0.235 0.219
H 1.9055 1.6265 -1.2608 0.027 0.063 0.041
H -2.1520 1.0307 1.0010 -0.284 -0.061 -0.032
H 0.0105 5.9714 3.5872 0.117 -0.042 -0.180
H -6.0663 2.9231 1.0257 -0.097 -0.162 -0.273
H 4.9605 -2.7061 -0.7969 -0.087 0.251 0.303
H 5.2645 -5.0735 -0.1884 -0.022 0.081 -0.038
H -4.9346 2.7490 -1.3066 -0.007 -0.171 0.026
H -2.2354 -3.0167 -2.3670 0.132 0.232 0.036
H 0.7293 -3.1399 -0.1598 0.092 0.011 -0.037
H -0.2299 2.9657 4.0840 -0.065 -0.179 -0.081
H 3.5967 4.1783 -1.2802 -0.062 0.124 0.068
H -2.8546 -1.2682 2.0118 -0.102 0.060 -0.033
H -1.4526 5.2126 4.2160 -0.032 0.008 -0.033
H 2.6751 -1.6777 -0.5387 0.070 -0.048 -0.479
H -0.9127 -3.9516 -3.0172 0.154 0.051 -0.108
H -0.9937 0.2842 2.0867 0.224 0.041 -0.125

=====

25
Properties=species:S:1:pos:R:3:forces:R:3 method="wB97M-V/def2-TZVPD" total_charge=+1 de_lowest_ev=0.471
S 0.0333 -1.0018 -0.8631 -2.149 -0.061 0.400
O -1.4301 -1.4287 1.5104 1.220 -1.706 -0.319
O 1.0625 0.1794 1.3789 -1.430 -0.768 -1.656
O -1.2455 1.3101 1.4006 1.424 0.113 -0.086
O 1.4833 1.6497 -0.8611 -0.765 -1.226 0.494
N -2.5900 -0.0335 0.0891 3.426 -1.104 -1.150
N 2.3973 -1.0753 -0.0301 -0.291 0.926 1.628
C -3.4873 -0.4226 -0.9960 -2.228 3.197 0.176
C 1.2313 -0.5794 0.3241 -0.638 0.151 0.846
C 3.6461 -0.8150 0.6326 -1.336 1.327 2.180
C -2.1251 1.1776 0.5595 -2.719 -1.897 -1.221
C -1.6451 -1.1406 0.1588 0.113 -0.653 3.305
H 4.0889 -1.7244 0.6628 1.619 -2.851 0.930
H -2.7866 1.9557 0.2031 0.142 0.881 0.282
H -1.5999 -0.8086 2.2157 -0.209 0.843 -0.387
H -4.0822 -1.2752 -0.6376 0.460 0.144 -0.579
H -2.1280 -2.0919 -0.1553 0.584 0.963 -0.758
H 2.5477 -1.6939 -0.8068 -0.894 -0.096 -0.305
H 3.7053 -0.2635 1.6029 -0.934 -0.816 -0.728
H 4.2267 -0.2928 -0.0021 2.022 2.168 -2.331
H 1.9069 2.3904 -1.2275 0.896 1.601 -0.807
H -4.1848 0.4408 -1.0519 -0.075 -0.633 -0.302
H -3.0372 -0.4586 -1.9985 0.188 -0.580 0.545
H -0.0869 0.6498 1.4228 1.460 -0.513 -0.241
H 1.9502 1.4405 -0.0488 0.113 0.589 0.085

=====

15
Properties=species:S:1:pos:R:3:forces:R:3 method="wB97M-V/def2-TZVPD" total_charge=0 de_lowest_ev=0.997
C 0.0247 -0.0503 -0.0737 0.035 -0.087 0.121
C 1.4193 -0.6349 -0.2442 0.050 -0.018 -0.175
C -0.3238 1.4106 -0.2192 0.012 0.153 -0.119
C -0.0816 0.8256 1.1412 -0.083 -0.012 0.282
C -1.1144 -0.9837 -0.4599 -0.062 -0.069 0.072
H 2.1965 0.1156 -0.4210 -0.185 0.011 0.006
H 1.4591 -1.3674 -1.0537 0.030 0.135 -0.080
H 0.3640 2.1546 -0.6117 0.039 -0.231 0.044
H -1.4271 -0.7992 -1.4967 0.125 -0.075 0.177
H -1.9929 -0.8353 0.1758 0.079 0.026 -0.057
H -0.8258 -2.0368 -0.3887 -0.006 0.104 0.104
H 1.6833 -1.1614 0.6831 -0.011 0.015 -0.236
H -0.8909 0.6957 1.8507 -0.063 0.086 -0.127
H -1.3675 1.5938 -0.4759 0.269 0.011 -0.032
H 0.8772 1.0731 1.5940 -0.227 -0.049 0.020

=====

8
Properties=species:S:1:pos:R:3:forces:R:3 method="wB97M-V/def2-TZVPD" total_charge=0 de_lowest_ev=2.274
Cl 1.2516 1.8787 -0.6346 -0.049 0.646 -0.210
Cl 0.5372 -0.7698 -2.3388 -0.240 0.670 1.021
P 0.7008 0.0087 -0.4355 4.995 -6.408 4.435
O 1.8805 -0.9736 0.5105 -5.196 4.560 -4.407
C -0.8460 -0.0401 0.5054 1.525 -2.472 2.297
H -1.3981 -1.0357 0.6116 1.523 1.009 -0.313
H -1.5683 0.5975 0.2439 -2.623 2.781 -1.732
H -0.5577 0.3344 1.5374 0.065 -0.785 -1.092

=====

44
Properties=species:S:1:pos:R:3:forces:R:3 method="wB97M-V/def2-TZVPD" total_charge=+2 de_lowest_ev=1.759
Hf 0.2131 0.0868 -0.6808 -2.668 0.910 0.360
Cl 0.0914 0.9205 -2.9610 1.474 1.631 -2.543
N 0.3768 0.5772 1.4149 1.161 -0.977 5.370
C -1.9252 -1.1311 -0.3210 -0.867 -1.450 0.089
C 1.5701 1.2327 -5.4928 -0.028 -0.091 1.116
C 0.5487 0.6080 4.0453 0.550 0.821 0.320
C -2.3250 1.1178 -0.2576 0.592 -1.360 -0.735
C -0.4508 -0.1306 4.9622 0.100 0.017 -0.599
C -0.0654 -0.6620 -5.6146 -0.043 -0.057 1.180
C 0.1519 0.7881 -5.2385 0.408 -0.348 -2.828
C 2.2042 -0.7535 -1.8071 -0.285 -1.181 1.821
C 0.5306 0.3417 2.5715 -1.442 2.873 -2.784
C -2.1063 0.7747 -1.6007 -0.525 -1.646 1.082
C 1.1014 -1.6733 -1.7868 1.669 -1.107 1.166
C -0.9538 1.7088 -5.7069 -0.201 0.052 1.248
C -2.1945 -0.0556 0.5495 -0.112 -0.055 -0.609
C 1.8795 -1.4011 0.4099 0.428 -1.051 -0.477
C -1.8128 -0.6465 -1.6540 -1.108 0.682 0.001
C 0.9369 -2.1215 -0.4002 1.085 -0.393 -0.548
C 2.6629 -0.5761 -0.4559 -0.958 -0.531 -1.104
H 0.7426 -1.3054 -5.2221 -0.415 0.248 -0.280
H -2.7047 2.0524 0.0177 -0.049 1.305 0.741
H 3.5055 0.0356 -0.1993 0.073 0.275 0.293
H -0.0221 -0.6832 -6.7210 -0.023 0.081 0.413
H -2.1709 1.4105 -2.4554 -0.240 0.309 0.077
H 2.6149 -0.2740 -2.6643 0.114 0.283 -0.348
H -0.8870 1.7884 -6.8136 0.183 -0.136 0.590
H -0.8538 2.7153 -5.2661 -0.060 -0.376 -0.348
H 0.6022 -2.0505 -2.6618 -0.148 -0.117 0.093
H -1.8179 -1.2379 -2.5737 0.184 0.182 0.546
H 1.7772 2.1899 -4.9981 0.063 -0.215 -0.330
H -0.1451 -0.0584 6.0114 0.068 0.163 -0.366
H 2.0875 -1.5505 1.4999 -0.464 0.197 -1.364
H -1.0496 -1.0400 -5.2952 0.360 0.131 -0.232
H 1.5592 0.3628 4.3928 -0.012 0.199 -0.181
H -1.4319 0.3140 4.8490 -0.238 -0.154 0.061
H -2.4150 -0.1372 1.6125 0.265 0.079 -0.337
H 2.2623 0.4516 -5.1308 -0.168 0.507 -0.255
H -0.4674 -1.1815 4.6904 -0.198 -0.137 0.116
H 0.3305 -2.9729 -0.0668 0.136 0.726 -0.185
H 1.7005 1.3405 -6.5813 -0.171 -0.009 0.254
H -1.9419 1.2827 -5.4547 0.423 0.285 -0.189
H -2.1250 -2.2095 -0.1031 0.799 1.134 0.070
H 0.4161 1.7520 4.1366 0.289 -1.702 -0.369